# 1
ORCA calculation (ωB97M-V with the def2-TZVPD basis set) on C6H10O2 as an isolated structure in a non-equilibrium geometry.

Each line ends with the Mulliken charge.
Cartesian coordinates (Å):
O  -0.920  1.654  0.354  -0.41
C  -1.658  0.515  0.033  1.02
O  -2.520  -0.288  0.607  -0.57
C  -1.295  0.100  -1.432  -0.74
C  -0.130  -0.849  -1.336  -0.54
C  0.985  -0.016  -0.637  -0.48
C  1.465  -0.467  0.545  -0.17
C  1.360  0.239  1.878  -0.92
H  -0.644  0.465  0.600  -0.31
H  -2.061  -0.425  -1.966  0.36
H  -0.922  1.070  -1.793  0.37
H  -0.391  -1.627  -0.594  0.31
H  0.272  -1.176  -2.246  0.37
H  1.080  0.945  -1.184  0.29
H  1.638  -1.552  0.657  0.31
H  0.735  -0.328  2.524  0.40
H  2.380  0.675  2.147  0.33
H  0.626  1.064  1.842  0.38

## Properties
Energy above the lowest of the compared OMol25 structures with the same formula, charge and spin, kJ/mol: 650.4
LUMO energy, eV: -0.59
Energy, eV: -10472.42900
Maximum force, eV Å⁻¹: 8.15
Kohn-Sham gap, hartree: 0.303

# 2
ORCA calculation (ωB97M-V with the def2-TZVPD basis set) on C6H10O3 as an isolated structure in a non-equilibrium geometry.

Each line ends with the Mulliken charge.
Cartesian coordinates (Å):
C  1.116  -0.639  -0.865  -0.07
C  -1.775  0.924  0.911  0.10
C  2.072  0.122  0.030  -0.03
C  -2.483  0.185  0.007  -0.40
C  2.698  -0.395  1.075  -0.73
C  -1.864  -0.971  -0.516  -0.25
O  -0.150  -0.163  -0.612  -0.39
O  1.485  -0.482  -2.234  -0.55
O  -2.082  2.205  1.156  -0.47
H  1.080  0.345  -2.524  0.32
H  -1.464  2.580  1.792  0.37
H  1.199  -1.721  -0.665  0.27
H  -0.955  0.494  1.471  0.28
H  2.176  1.172  -0.224  0.24
H  -3.299  0.650  -0.525  0.28
H  2.605  -1.445  1.325  0.23
H  -1.500  -1.722  0.178  0.24
H  3.353  0.194  1.702  0.27
H  -2.214  -1.334  -1.480  0.29

## Properties
Energy above the lowest of the compared OMol25 structures with the same formula, charge and spin, kJ/mol: 380.2
LUMO energy, eV: 0.43
Energy, eV: -12522.83204
Maximum force, eV Å⁻¹: 2.37
Kohn-Sham gap, hartree: 0.343